(a)
14
Properties=species:S:1:pos:R:3:nbo_charge:R:1 method="wB97M-V/def2-TZVPD" e_lumo_ev=1.0273 total_charge=0 orbital_gap_ha=0.362 multiplicity=1
C 1.96 -1.73 0.00 -0.38
C 1.44 -0.56 0.33 -0.19
C -0.02 -0.33 0.46 -0.36
S -0.69 0.38 1.93 0.16
C -0.63 1.01 0.28 -0.31
C -1.75 1.17 -0.69 -0.62
H 3.01 -1.87 -0.03 0.20
H 1.41 -2.65 -0.13 0.19
H 2.06 0.21 0.69 0.20
H -0.69 -1.03 -0.05 0.22
H 0.09 1.80 0.20 0.22
H -2.72 0.56 -0.52 0.22
H -2.05 2.17 -0.75 0.22
H -1.40 0.89 -1.71 0.22

(b)
14
Properties=species:S:1:pos:R:3:nbo_charge:R:1 method="wB97M-V/def2-TZVPD" e_lumo_ev=-0.4095 total_charge=0 orbital_gap_ha=0.306 multiplicity=1
C 1.05 1.45 0.51 -0.61
C -0.14 0.53 0.36 -0.23
C -0.52 -0.71 1.10 -0.39
C 0.05 -0.75 -0.31 -0.34
C -0.79 -1.00 -1.60 -0.21
S -0.77 -2.29 -2.70 0.02
H 1.92 1.10 1.24 0.22
H 0.67 2.44 1.14 0.21
H 1.43 1.76 -0.52 0.23
H -0.94 1.02 -0.35 0.22
H 0.15 -0.91 1.97 0.23
H -1.48 -1.02 1.40 0.23
H 0.95 -1.54 -0.48 0.25
H -1.58 -0.07 -1.75 0.18

Quick look at relative energies in eV: (a) 0.000; (b) 2.088.

(a)
14
Properties=species:S:1:pos:R:3:nbo_charge:R:1 method="wB97M-V/def2-TZVPD" e_lumo_ev="-1.1818 / -1.1799" total_charge=0 orbital_gap_ha="0.263 / 0.263" multiplicity=1
C 2.96 1.29 0.26 -0.51
C 1.88 0.85 -0.03 -0.31
C -0.61 -0.93 1.03 -0.71
C -0.67 -0.50 -1.50 -0.71
C -0.74 0.02 -0.11 0.18
S -1.57 1.52 0.10 0.23
H 3.92 1.67 0.46 0.21
H -1.51 -1.55 1.10 0.24
H -0.47 -0.42 1.97 0.24
H 0.24 -1.59 0.86 0.26
H -1.56 -1.10 -1.73 0.24
H -0.62 0.32 -2.22 0.25
H 0.20 -1.14 -1.63 0.27
H -1.48 1.57 1.43 0.14

(b)
14
Properties=species:S:1:pos:R:3:nbo_charge:R:1 method="wB97M-V/def2-TZVPD" e_lumo_ev=1.0740 total_charge=0 orbital_gap_ha=0.345 multiplicity=1
C -0.85 -1.20 0.96 -0.51
C -0.68 -0.89 -0.57 -0.42
C -0.15 0.51 -0.51 -0.24
C 0.99 1.70 -0.59 -0.32
C 1.13 0.54 0.32 -0.42
S 0.46 -0.16 1.85 0.18
H -0.63 -2.30 1.06 0.22
H -1.86 -0.92 1.22 0.21
H -0.14 -1.65 -1.16 0.22
H -1.66 -0.93 -1.03 0.22
H -0.95 1.13 0.08 0.19
H 1.76 1.73 -1.41 0.23
H 0.70 2.63 -0.21 0.22
H 1.88 -0.19 -0.01 0.21

Quick look at relative energies in eV: (a) 2.118; (b) 0.000.

(a)
20
Properties=species:S:1:pos:R:3:nbo_charge:R:1 method="wB97M-V/def2-TZVPD" e_lumo_ev=0.7972 total_charge=0 orbital_gap_ha=0.388 multiplicity=1
C -2.00 1.53 0.62 -0.73
C -1.42 0.18 0.91 0.60
O -2.12 -0.83 0.98 -0.55
C 0.08 0.07 1.07 -0.51
C 0.83 0.23 -0.26 -0.31
C 2.29 -0.19 -0.11 -0.59
C 0.18 -0.53 -1.41 0.67
N -0.05 -1.86 -1.23 -0.83
O -0.08 0.02 -2.48 -0.61
H -1.74 1.84 -0.40 0.25
H -3.09 1.49 0.71 0.24
H -1.62 2.26 1.34 0.23
H 0.30 -0.90 1.52 0.22
H 0.41 0.83 1.79 0.23
H 0.81 1.29 -0.54 0.23
H 2.38 -1.25 0.18 0.21
H 2.80 0.41 0.65 0.21
H 2.83 -0.07 -1.06 0.23
H -0.24 -2.22 -0.30 0.40
H -0.57 -2.30 -1.98 0.40

(b)
20
Properties=species:S:1:pos:R:3:nbo_charge:R:1 method="wB97M-V/def2-TZVPD" e_lumo_ev="0.3270 / -0.3672" total_charge=0 orbital_gap_ha="0.302 / 0.285" multiplicity=1
C -3.88 -0.63 -0.71 -0.66
C -2.89 -0.14 0.25 -0.09
C -1.54 -0.02 -0.07 -0.33
C -0.54 0.35 0.69 -0.01
N 0.98 -0.05 -0.07 0.03
O 0.94 -0.43 -1.32 -0.45
C 2.15 -0.16 0.67 -0.28
C 3.23 0.79 0.33 -0.09
O 4.04 0.41 -0.78 -0.72
H -4.55 0.23 -1.05 0.23
H -4.60 -1.35 -0.30 0.23
H -3.32 -1.12 -1.46 0.22
H -3.11 0.23 1.20 0.18
H -1.29 -0.22 -1.08 0.25
H -0.23 0.66 1.67 0.21
H 2.50 -1.35 0.42 0.22
H 1.79 -0.09 1.74 0.22
H 3.99 0.93 1.19 0.19
H 2.84 1.83 0.23 0.17
H 3.49 0.14 -1.55 0.49

(c)
20
Properties=species:S:1:pos:R:3:nbo_charge:R:1 method="wB97M-V/def2-TZVPD" e_lumo_ev="0.2838 / 0.2825" total_charge=0 orbital_gap_ha="0.296 / 0.296" multiplicity=1
C -0.57 -0.20 -0.88 -0.20
C 0.41 0.54 1.38 -0.07
C -0.84 -1.60 -0.39 -0.67
C -1.66 0.82 -0.71 -0.66
C 1.66 -0.01 -0.98 0.40
C 1.49 1.38 -0.57 0.37
N 1.39 -0.19 1.95 -0.76
O 2.31 -0.92 -0.56 -0.56
O 1.17 2.39 -1.11 -0.53
H -0.28 -0.22 -1.93 0.21
H 2.34 0.12 1.80 0.40
H 1.32 -1.20 1.88 0.39
H 0.46 1.61 1.51 0.21
H -0.58 0.13 1.51 0.19
H -1.53 -2.12 -1.06 0.22
H -1.29 -1.62 0.61 0.19
H 0.08 -2.20 -0.37 0.23
H -2.09 0.83 0.29 0.19
H -1.30 1.83 -0.95 0.23
H -2.48 0.62 -1.41 0.22

Quick look at relative energies in eV: (a) 0.000; (b) 6.727; (c) 5.951.

(a)
20
Properties=species:S:1:pos:R:3:nbo_charge:R:1 method="wB97M-V/def2-TZVPD" e_lumo_ev=0.7145 total_charge=0 orbital_gap_ha=0.370 multiplicity=1
C -1.22 1.59 0.91 -0.42
C -0.89 0.43 0.38 0.06
C -1.85 -0.72 0.30 -0.67
C 0.65 -0.01 0.12 0.13
C 1.60 1.18 0.23 -0.64
O 1.11 -1.12 0.89 -0.73
C 0.53 -0.42 -1.33 0.65
N 0.74 -1.71 -1.62 -0.81
O -0.06 0.38 -2.07 -0.63
H -2.18 1.70 1.40 0.20
H -0.59 2.46 0.93 0.20
H -2.22 -0.79 -0.73 0.23
H -2.69 -0.56 0.97 0.22
H -1.40 -1.68 0.53 0.22
H 2.63 0.84 0.10 0.22
H 1.50 1.67 1.20 0.21
H 1.37 1.90 -0.55 0.24
H 1.14 -0.83 1.81 0.48
H 1.16 -2.28 -0.91 0.42
H 0.66 -2.03 -2.57 0.41

(b)
20
Properties=species:S:1:pos:R:3:nbo_charge:R:1 method="wB97M-V/def2-TZVPD" e_lumo_ev=0.7157 total_charge=0 orbital_gap_ha=0.372 multiplicity=1
C 0.76 -1.59 -1.60 -0.41
C 0.30 -0.37 -1.29 -0.19
C -0.55 0.04 -0.04 0.05
C -1.15 -1.19 0.68 -0.62
N -1.65 0.86 -0.55 -0.84
C 0.34 0.85 0.96 -0.02
O 0.02 2.25 0.91 -0.73
C 1.82 0.65 0.62 0.43
O 2.56 1.60 0.36 -0.54
H 0.71 -2.43 -0.92 0.19
H 1.22 -1.77 -2.57 0.21
H 0.41 0.42 -2.03 0.22
H -1.70 -1.83 -0.02 0.23
H -0.38 -1.78 1.17 0.21
H -1.86 -0.87 1.45 0.22
H -2.56 0.52 -0.27 0.36
H -1.52 1.81 -0.18 0.40
H 0.19 0.52 2.00 0.20
H 0.84 2.69 0.58 0.50
H 2.21 -0.37 0.74 0.14

Quick look at relative energies in eV: (a) 0.000; (b) 1.026.

(a)
20
Properties=species:S:1:pos:R:3:nbo_charge:R:1 method="wB97M-V/def2-TZVPD" e_lumo_ev=0.7351 total_charge=0 orbital_gap_ha=0.381 multiplicity=1
C 0.20 0.98 1.32 -0.59
C 0.26 0.14 0.05 -0.13
C 1.69 0.00 -0.42 0.66
N 2.59 -0.63 0.35 -0.86
O 2.24 0.83 -1.17 -0.65
C -0.56 -1.18 0.13 -0.42
C -1.66 -0.54 -0.72 0.10
O -2.77 -0.19 0.08 -0.72
C -0.71 0.63 -1.06 -0.42
H -0.84 1.25 1.54 0.23
H 0.60 0.42 2.18 0.21
H 0.79 1.90 1.21 0.22
H 2.32 -1.53 0.71 0.40
H 3.51 -0.07 0.00 0.45
H -0.08 -2.03 -0.38 0.21
H -0.86 -1.49 1.14 0.22
H -2.00 -1.14 -1.59 0.16
H -3.28 0.49 -0.37 0.47
H -1.13 1.63 -0.93 0.21
H -0.28 0.55 -2.07 0.23

(b)
20
Properties=species:S:1:pos:R:3:nbo_charge:R:1 method="wB97M-V/def2-TZVPD" e_lumo_ev=0.8336 total_charge=0 orbital_gap_ha=0.385 multiplicity=1
C -0.44 -1.08 -1.33 0.77
C 1.10 -1.74 0.56 -0.25
C 0.40 -0.71 -0.14 -0.02
C 0.00 1.96 -0.12 -0.65
C -1.76 0.71 1.01 -0.68
C -0.31 0.82 0.82 -0.09
N 1.89 -0.92 -0.46 -0.67
O 0.32 -1.54 -2.37 -0.69
O -1.60 -0.79 -1.37 -0.58
H 1.12 -1.63 1.63 0.20
H 1.03 -2.81 0.30 0.21
H -0.54 1.94 -1.04 0.23
H 1.09 2.07 -0.45 0.21
H -0.24 2.95 0.35 0.22
H -2.17 1.68 1.43 0.22
H -1.72 -0.14 1.77 0.21
H -2.22 0.38 0.04 0.28
H 0.29 0.60 1.76 0.21
H 2.50 -0.11 -0.26 0.39
H 1.25 -1.59 -2.11 0.52

(c)
20
Properties=species:S:1:pos:R:3:nbo_charge:R:1 method="wB97M-V/def2-TZVPD" e_lumo_ev=0.0768 total_charge=0 orbital_gap_ha=0.333 multiplicity=1
C 2.13 -1.04 0.75 -0.58
C 1.77 -0.41 -0.54 -0.09
C 0.71 0.73 -0.57 0.03
C -0.19 0.89 0.56 -0.14
C -1.55 -0.09 0.38 0.04
C -1.91 -0.74 -0.82 -0.13
H 0.47 -1.43 1.38 0.17
H 3.02 -2.29 0.32 0.25
H 2.78 -0.03 1.88 0.26
H 1.66 -1.13 -1.44 0.19
H 0.37 0.55 -1.73 0.21
H 0.39 0.71 1.58 0.27
H -1.52 1.95 -0.59 0.33
H -1.71 2.31 0.65 0.33
H -2.40 0.29 1.01 0.19
H -2.98 -0.97 -0.94 0.19
H -1.13 -0.98 -1.68 0.20
N -0.74 2.25 0.20 -0.77
O 2.20 0.87 -0.58 -0.46
O -1.37 -1.44 0.19 -0.48

Quick look at relative energies in eV: (a) 0.000; (b) 1.597; (c) 12.421.

(a)
20
Properties=species:S:1:pos:R:3:nbo_charge:R:1 method="wB97M-V/def2-TZVPD" e_lumo_ev=0.4249 total_charge=0 orbital_gap_ha=0.291 multiplicity=1
C -0.01 -0.45 -1.02 -0.21
C -1.00 0.57 -1.57 -0.65
C -0.67 -1.69 -0.42 -0.63
C 1.51 -0.08 -0.15 -0.02
C 2.70 -0.39 -0.18 -0.47
H 0.54 -0.80 -1.90 0.23
H -0.88 0.64 -2.66 0.22
H -0.81 1.59 -1.23 0.23
H -2.05 0.38 -1.35 0.21
H -1.39 -2.13 -1.12 0.21
H 0.06 -2.45 -0.17 0.22
H -1.25 -1.46 0.47 0.21
H 3.64 -0.77 -0.47 0.23
C -0.31 1.32 1.38 0.90
N 1.00 0.73 1.52 -0.78
O -1.26 0.44 1.82 -0.70
O -0.47 2.51 1.38 -0.59
H -2.08 0.93 1.97 0.51
H 1.72 1.35 1.87 0.44
H 1.00 -0.24 1.83 0.43

(b)
20
Properties=species:S:1:pos:R:3:nbo_charge:R:1 method="wB97M-V/def2-TZVPD" e_lumo_ev="-0.2217 / -0.2215" total_charge=0 orbital_gap_ha="0.329 / 0.329" multiplicity=1
C -2.92 0.29 0.51 -0.12
N -1.84 -0.25 0.04 0.03
O -1.79 -1.48 -0.23 -0.53
C -0.74 0.65 -0.24 0.70
O -0.93 1.77 -0.62 -0.50
C 0.64 0.02 -0.15 -0.16
C 0.77 -1.15 0.86 -0.62
C 1.57 1.15 0.47 -0.60
C 0.94 -0.42 -1.54 -0.60
H -3.65 -0.35 0.80 0.20
H -3.02 1.33 0.66 0.21
H 1.83 -1.63 0.84 0.21
H 0.03 -2.03 0.86 0.26
H 0.55 -0.74 1.78 0.20
H 2.64 0.73 0.73 0.23
H 0.87 1.57 1.16 0.22
H 1.75 1.95 -0.32 0.22
H 1.94 -0.93 -1.47 0.22
H 1.25 0.42 -2.19 0.21
H 0.10 -0.90 -1.96 0.23

(c)
20
Properties=species:S:1:pos:R:3:nbo_charge:R:1 method="wB97M-V/def2-TZVPD" e_lumo_ev=-0.3474 total_charge=0 orbital_gap_ha=0.323 multiplicity=1
C 0.14 -1.52 2.37 -0.73
C -0.47 -0.99 1.11 0.51
O -1.57 -0.49 1.05 -0.53
C 0.40 -1.17 -0.14 0.51
O 1.45 -1.79 -0.08 -0.51
C -0.15 -0.60 -1.42 -0.53
C -0.13 0.94 -1.41 -0.02
C 0.99 1.45 -0.37 -0.65
N -1.44 1.45 -1.15 -0.85
H -0.14 -2.58 2.44 0.25
H 1.23 -1.47 2.34 0.25
H -0.27 -1.00 3.24 0.24
H 0.47 -0.97 -2.24 0.24
H -1.18 -0.92 -1.54 0.25
H 0.18 1.30 -2.40 0.19
H 1.94 0.98 -0.62 0.21
H 0.74 1.32 0.68 0.20
H 1.09 2.53 -0.50 0.21
H -1.44 2.47 -1.07 0.36
H -1.83 1.05 -0.30 0.38

Quick look at relative energies in eV: (a) 4.184; (b) 3.324; (c) 0.000.